[1]
{"formula": "C71H157N7O4", "method": "the ωB97M-V functional and the def2-TZVPD basis", "orbital_gap_ev": 9.25, "total_charge": 6, "e_tot_ha": -3481.305889, "lumo_energy_ha": -0.412, "species": ["C", "C", "C", "C", "N", "C", "C", "C", "C", "C", "C", "C", "H", "H", "H", "H", "H", "H", "H", "H", "H", "H", "H", "H", "H", "H", "H", "H", "H", "H", "H", "H", "H", "H", "H", "H", "C", "C", "C", "C", "N", "C", "C", "C", "C", "C", "C", "C", "H", "H", "H", "H", "H", "H", "H", "H", "H", "H", "H", "H", "H", "H", "H", "H", "H", "H", "H", "H", "H", "H", "H", "H", "C", "C", "C", "C", "N", "C", "C", "C", "C", "C", "C", "C", "H", "H", "H", "H", "H", "H", "H", "H", "H", "H", "H", "H", "H", "H", "H", "H", "H", "H", "H", "H", "H", "H", "H", "H", "C", "C", "C", "C", "N", "C", "C", "C", "C", "C", "C", "C", "H", "H", "H", "H", "H", "H", "H", "H", "H", "H", "H", "H", "H", "H", "H", "H", "H", "H", "H", "H", "H", "H", "H", "H", "C", "C", "C", "C", "N", "C", "C", "C", "C", "C", "C", "C", "H", "H", "H", "H", "H", "H", "H", "H", "H", "H", "H", "H", "H", "H", "H", "H", "H", "H", "H", "H", "H", "H", "H", "H", "C", "C", "C", "C", "N", "C", "C", "C", "C", "C", "C", "C", "H", "H", "H", "H", "H", "H", "H", "H", "H", "H", "H", "H", "H", "H", "H", "H", "H", "H", "H", "H", "H", "H", "H", "H", "C", "C", "C", "O", "C", "N", "H", "H", "H", "H", "H", "H", "H", "H", "H", "H", "H", "H", "O", "C", "O", "O", "H"], "positions_angstrom": [[-7.25397, -0.06312, -1.78188], [-8.35830, -1.09042, -1.55020], [-8.16825, -2.03960, -0.26533], [-7.08571, -3.05095, -0.64275], [-6.26979, -3.62312, 0.59261], [-7.12206, -4.35577, 1.61662], [-7.11931, -5.83470, 1.24566], [-6.08020, -5.93455, 0.09845], [-5.28627, -4.66268, 0.12337], [-5.45867, -2.44458, 1.28254], [-4.59086, -1.50042, 0.42538], [-4.26723, -0.26670, 1.35358], [-6.34482, -0.59465, -2.06297], [-7.03860, 0.60975, -0.95184], [-7.56926, 0.56891, -2.61207], [-8.56075, -1.53673, -2.52381], [-9.24296, -0.48281, -1.35975], [-9.12827, -2.54946, -0.18460], [-8.19476, -1.45124, 0.65186], [-6.33310, -2.68598, -1.34166], [-7.57614, -3.84970, -1.19915], [-6.68898, -4.14615, 2.59468], [-8.15045, -3.99451, 1.61430], [-6.76782, -6.30348, 2.16480], [-8.07726, -6.28965, 0.99376], [-5.42812, -6.80776, 0.11851], [-6.43285, -5.82411, -0.92700], [-4.56815, -4.70536, 0.94227], [-4.77644, -4.33629, -0.78307], [-4.88423, -2.88558, 2.09718], [-6.30200, -1.88571, 1.68820], [-5.07101, -1.25936, -0.52301], [-3.65371, -1.92626, 0.06689], [-3.61937, 0.46167, 0.86588], [-3.66262, -0.66978, 2.16603], [-5.10827, 0.26209, 1.80205], [4.56843, 1.79755, -0.89332], [4.99355, 0.36806, -0.44457], [5.25613, -0.52330, -1.69749], [4.15040, -0.70410, -2.72576], [3.73806, -2.19026, -2.94641], [2.41465, -2.19195, -3.68153], [1.60120, -3.34763, -3.08697], [2.05697, -3.48880, -1.67681], [3.47976, -2.85550, -1.60382], [4.87772, -2.92111, -3.74834], [4.43788, -4.19313, -4.39718], [5.61815, -4.86850, -5.07822], [3.54616, 1.72211, -1.26397], [5.10505, 2.17977, -1.76167], [4.56317, 2.49935, -0.05932], [4.22202, -0.11584, 0.15432], [5.94903, 0.38598, 0.07968], [5.52627, -1.54285, -1.42243], [6.16571, -0.14277, -2.16222], [4.44149, -0.26979, -3.68218], [3.29658, -0.20066, -2.27228], [2.49020, -2.05312, -4.76001], [1.91898, -1.29258, -3.31610], [1.85482, -4.19909, -3.71846], [0.52337, -3.18531, -3.09306], [2.03300, -4.51803, -1.31874], [1.40756, -2.88993, -1.03829], [4.23904, -3.62188, -1.44806], [3.50509, -2.14634, -0.77645], [5.75977, -3.05848, -3.12287], [5.21687, -2.24100, -4.52970], [3.65107, -3.94567, -5.10978], [3.87378, -4.86371, -3.74894], [6.46011, -4.96176, -4.39228], [5.88450, -4.39411, -6.02274], [5.19278, -5.79609, -5.46127], [-4.19349, 4.12313, 1.17196], [-3.74332, 5.00939, 2.35160], [-3.15995, 4.25025, 3.56283], [-1.96187, 3.27988, 3.42498], [-1.83272, 2.32935, 4.62283], [-3.07463, 1.41650, 4.76751], [-2.59591, 0.02703, 5.23108], [-1.11027, 0.00465, 5.06663], [-0.69951, 1.31574, 4.27262], [-1.62459, 3.13493, 5.96038], [-0.33470, 4.09958, 5.94680], [-0.18670, 4.93881, 7.28559], [-4.83944, 4.69602, 0.50665], [-4.68709, 3.20377, 1.48695], [-3.36881, 3.83603, 0.51960], [-4.55090, 5.59952, 2.78480], [-3.04213, 5.73253, 1.93506], [-4.01521, 3.71799, 3.97915], [-2.77897, 4.96884, 4.28849], [-1.03616, 3.85420, 3.38888], [-2.01736, 2.69537, 2.50663], [-3.73466, 1.89836, 5.48881], [-3.56206, 1.39802, 3.79274], [-2.94733, -0.30974, 6.20638], [-3.09772, -0.71172, 4.60614], [-0.77732, 0.19967, 6.08605], [-0.70827, -0.95775, 4.74994], [0.23460, 1.82212, 4.51574], [-0.80489, 1.09749, 3.20990], [-1.58787, 2.42924, 6.79029], [-2.47653, 3.75162, 6.24674], [-0.15714, 4.74408, 5.08587], [0.53531, 3.44381, 5.91288], [0.81290, 5.37300, 7.30542], [-0.30909, 4.22339, 8.09879], [-0.92672, 5.72824, 7.41698], [4.78080, -4.84727, 2.23232], [4.45968, -3.42945, 1.72671], [3.63282, -2.46266, 2.65970], [4.55143, -1.92287, 3.77270], [3.84429, -0.99933, 4.81704], [4.89082, -0.28731, 5.75832], [5.11732, -1.34199, 6.88049], [3.88640, -2.28372, 6.82732], [2.92369, -1.79119, 5.74069], [2.96080, 0.09787, 4.21167], [3.64035, 1.04002, 3.14033], [2.72670, 2.21151, 2.73629], [5.42223, -4.91530, 3.11098], [5.24254, -5.50389, 1.49493], [3.81843, -5.28605, 2.49581], [3.78409, -3.59179, 0.88687], [5.31658, -2.88989, 1.32337], [2.78592, -2.96891, 3.12292], [3.28755, -1.66001, 2.00805], [5.36473, -1.41553, 3.25382], [4.93249, -2.75878, 4.35933], [4.42087, 0.53096, 6.30391], [5.74247, -0.01550, 5.13468], [5.17604, -0.75933, 7.79981], [6.10720, -1.78376, 6.76615], [3.44900, -2.42012, 7.81635], [4.28359, -3.25152, 6.52119], [2.15428, -1.16942, 6.19841], [2.33043, -2.54875, 5.22859], [2.73137, 0.72220, 5.07520], [2.02986, -0.31646, 3.82465], [3.88601, 0.43023, 2.27090], [4.58847, 1.33655, 3.58892], [2.41595, 2.83333, 3.57586], [1.82374, 1.73768, 2.35127], [3.17086, 2.91038, 2.02748], [4.21603, 6.39972, -5.96857], [2.82144, 6.39158, -5.44304], [2.72016, 5.79364, -3.99994], [1.43834, 6.03878, -3.34815], [1.33805, 5.52819, -1.80071], [-0.10772, 5.91218, -1.22042], [-0.61261, 4.62616, -0.57246], [0.55846, 3.66315, -0.58689], [1.34500, 3.99288, -1.79305], [2.41368, 6.19586, -0.81859], [2.59167, 7.73202, -0.95699], [3.26589, 8.14233, 0.31010], [4.52241, 7.35498, -6.39484], [4.37063, 5.55485, -6.63968], [4.79981, 6.40267, -5.04808], [2.14989, 5.74720, -6.01040], [2.33445, 7.36525, -5.38916], [3.35588, 6.37687, -3.33376], [3.03670, 4.75067, -3.98948], [0.61730, 5.56601, -3.88712], [1.31950, 7.12191, -3.31965], [-0.08004, 6.72889, -0.49908], [-0.77852, 6.20902, -2.02666], [-0.93960, 4.66288, 0.46670], [-1.38750, 4.22914, -1.22821], [1.06659, 3.61698, 0.37632], [0.17774, 2.64180, -0.58749], [2.35254, 3.59164, -1.68376], [0.90875, 3.60837, -2.71498], [3.37703, 5.68823, -0.86735], [2.01981, 5.94127, 0.16535], [1.63988, 8.25865, -1.02660], [3.11416, 7.92535, -1.89387], [4.25480, 7.72284, 0.49496], [2.71361, 8.00373, 1.23955], [3.36446, 9.22744, 0.27944], [2.99689, 2.50570, -5.71963], [1.43691, 2.39884, -5.79245], [0.97883, 1.08269, -5.10872], [-0.55085, 0.96339, -5.30526], [-1.18181, -0.37467, -4.79258], [-2.73980, -0.26092, -4.60951], [-3.11284, -1.30605, -3.62900], [-2.08945, -1.02712, -2.52779], [-0.80837, -0.44934, -3.25136], [-0.73488, -1.62717, -5.56981], [-1.08016, -1.74529, -7.04916], [-0.69549, -3.06582, -7.79849], [3.41351, 3.33539, -6.29072], [3.68297, 1.70246, -5.98834], [3.24907, 2.65419, -4.66966], [1.11407, 2.32542, -6.83095], [0.92684, 3.27478, -5.39165], [1.05615, 1.32069, -4.04783], [1.67165, 0.27024, -5.32785], [-0.82831, 0.85447, -6.35372], [-1.13978, 1.79362, -4.91540], [-3.14812, -0.56221, -5.57419], [-2.91448, 0.77125, -4.30586], [-3.11322, -2.26263, -4.15154], [-4.08836, -1.19926, -3.15460], [-1.92179, -1.76973, -1.74771], [-2.47932, -0.27162, -1.84564], [-0.07478, -1.25365, -3.19635], [-0.43956, 0.49161, -2.84309], [-1.06464, -2.49218, -4.99439], [0.32045, -1.74796, -5.32533], [-0.57201, -0.99994, -7.66098], [-2.12624, -1.48251, -7.20650], [-1.02136, -3.11343, -8.83755], [-1.20020, -3.89645, -7.30513], [0.37033, -3.28589, -7.85933], [-2.01546, -3.23271, 3.15563], [-0.94155, -4.34639, 2.77380], [-1.42593, -5.83885, 3.01373], [-2.59312, -6.16954, 2.29456], [-3.39796, -7.16823, 2.89240], [-0.50628, -4.18550, 1.27975], [-0.12282, -3.29914, 0.98406], [0.08448, -4.95284, 0.99289], [-1.28642, -4.43551, 0.68901], [-1.76195, -2.28375, 2.68307], [-2.01858, -3.13266, 4.24103], [-3.01144, -3.52553, 2.82342], [0.01692, -4.08079, 3.21977], [-1.59927, -6.05210, 4.06852], [-0.63297, -6.50369, 2.67123], [-4.36847, -7.40930, 2.45869], [-3.51078, -7.08901, 3.97365], [-3.05907, -8.16645, 2.61528], [-1.01131, 0.47723, 0.76792], [0.06998, -0.16009, 0.42382], [1.09260, 0.36219, 0.03961], [-0.02864, -1.39731, 0.48266], [-1.45964, -0.34866, 0.96414]]}

---

[2]
{"formula": "C71H83N4O4P3S2Sr", "method": "the ωB97M-V functional and the def2-TZVPD basis", "orbital_gap_ev": 5.43, "relative_energy_kj_mol": 308.2, "total_charge": -2, "e_tot_ha": -5126.427637, "lumo_energy_ha": 0.137, "species": ["Sr", "N", "C", "C", "C", "C", "C", "C", "C", "C", "N", "C", "H", "H", "H", "H", "H", "H", "H", "H", "C", "N", "C", "C", "C", "C", "C", "C", "C", "C", "H", "H", "H", "H", "H", "H", "H", "H", "H", "H", "H", "H", "C", "N", "P", "C", "C", "C", "C", "C", "C", "C", "C", "C", "C", "C", "C", "P", "C", "C", "C", "C", "C", "C", "C", "C", "C", "C", "C", "C", "H", "H", "H", "H", "H", "H", "H", "H", "H", "H", "H", "H", "H", "H", "H", "H", "H", "H", "H", "H", "H", "H", "H", "O", "S", "O", "O", "S", "C", "C", "C", "C", "C", "C", "C", "C", "C", "C", "H", "H", "H", "H", "H", "H", "H", "O", "P", "C", "C", "C", "C", "C", "C", "C", "C", "C", "C", "C", "C", "C", "C", "C", "C", "C", "C", "H", "H", "H", "H", "H", "H", "H", "H", "H", "H", "H", "H", "H", "H", "H", "H", "H", "H", "H", "H", "H", "H", "H", "H", "H", "H", "H", "H", "H", "H", "H", "H", "H"], "positions_angstrom": [[0.49371, -0.83123, 0.15291], [0.23369, -2.25193, 1.82014], [-1.07041, -2.29568, 2.24461], [-1.50375, -3.04460, 3.31988], [-2.84649, -3.05260, 3.69716], [-3.78303, -2.35253, 2.97888], [-3.39594, -1.62117, 1.84208], [-4.29430, -0.96229, 0.97158], [-3.81895, -0.28961, -0.12612], [-2.43249, -0.20297, -0.29619], [-1.58954, -0.75932, 0.52461], [-2.01834, -1.52780, 1.52139], [0.13588, -2.47790, 0.80676], [0.77745, -3.00270, 2.21827], [-0.79649, -3.71064, 3.80610], [-3.15773, -3.64203, 4.55482], [-4.83568, -2.39455, 3.24048], [-5.36112, -1.05809, 1.14789], [-4.48725, 0.17115, -0.84424], [-1.97436, 0.30655, -1.13332], [2.27758, -4.04267, -1.42436], [2.19320, -3.66413, -0.03729], [1.54698, -4.71397, 0.71636], [3.44521, -3.17048, 0.50070], [3.99002, -1.96654, -0.25268], [5.14687, -2.16227, -1.01187], [5.77029, -1.10710, -1.65726], [5.24611, 0.16440, -1.48599], [4.08591, 0.34476, -0.74210], [3.37178, -0.70134, -0.11870], [3.04173, -4.82411, -1.61305], [2.49694, -3.15488, -2.01342], [1.31720, -4.44363, -1.75562], [1.86985, -5.72747, 0.41133], [0.46156, -4.67201, 0.57194], [1.74275, -4.62270, 1.78911], [4.21348, -3.97364, 0.52718], [3.24825, -2.83059, 1.52316], [5.58184, -3.15422, -1.10761], [6.64949, -1.27569, -2.26910], [5.74435, 1.01973, -1.93094], [3.69884, 1.34745, -0.59389], [0.93914, 1.60671, 5.64702], [0.72159, 0.98300, 4.34838], [1.93312, -0.03298, 3.61589], [2.78916, -0.64159, 5.14376], [3.75886, 0.08060, 5.84354], [4.33160, -0.43493, 6.99241], [3.95313, -1.68209, 7.47343], [3.00585, -2.42063, 6.77730], [2.44257, -1.90558, 5.62245], [3.21444, 1.15185, 3.06167], [2.99975, 2.51089, 2.88580], [3.99785, 3.31399, 2.35649], [5.21704, 2.76357, 1.99859], [5.43272, 1.40134, 2.15392], [4.43434, 0.59957, 2.67245], [-0.84237, 0.46130, 3.85450], [-1.50892, -0.05779, 5.51125], [-1.08272, -1.30407, 5.96882], [-1.53242, -1.82606, 7.16807], [-2.41505, -1.09355, 7.94780], [-2.82107, 0.16244, 7.52387], [-2.38164, 0.67481, 6.31273], [-1.84040, 2.00451, 3.73493], [-3.16572, 1.78465, 3.35661], [-4.04460, 2.83913, 3.18575], [-3.61093, 4.14026, 3.39594], [-2.29288, 4.37138, 3.75758], [-1.40960, 3.31443, 3.91465], [1.78677, 2.29224, 5.58501], [1.14953, 0.87538, 6.43395], [0.04470, 2.15685, 5.93783], [4.06100, 1.04712, 5.46439], [5.07549, 0.14405, 7.52584], [4.39491, -2.07709, 8.37924], [2.71493, -3.39719, 7.14508], [1.72483, -2.49399, 5.06546], [2.03627, 2.93034, 3.13138], [3.81585, 4.36998, 2.20938], [5.99732, 3.38864, 1.58545], [6.37422, 0.96478, 1.84991], [4.58141, -0.46885, 2.76822], [-0.40023, -1.86874, 5.35374], [-1.20345, -2.80527, 7.49344], [-2.78866, -1.49603, 8.88098], [-3.48938, 0.75039, 8.14187], [-2.72196, 1.65157, 5.99493], [-3.49815, 0.76589, 3.19867], [-5.06579, 2.64744, 2.88015], [-4.29503, 4.97057, 3.27412], [-1.95368, 5.38785, 3.91383], [-0.37852, 3.51086, 4.17294], [-1.80946, -4.86147, -1.62396], [-1.90671, -3.85349, -0.54051], [-3.21708, -3.19787, -0.52614], [-1.58496, -4.46784, 0.75897], [-0.54487, -2.57844, -1.03171], [2.17324, 4.45756, -3.48570], [2.25355, 3.05367, -3.38804], [1.82550, 2.40689, -2.26162], [1.29744, 3.12261, -1.15485], [0.84932, 2.39747, 0.00024], [0.31991, 3.20546, 0.99522], [0.24776, 4.61377, 0.92244], [0.69800, 5.28753, -0.17991], [1.22808, 4.54627, -1.25813], [1.67268, 5.18494, -2.44235], [2.50110, 4.95238, -4.39343], [2.65541, 2.50181, -4.22875], [1.82659, 1.32990, -2.10523], [-0.05367, 2.71531, 1.88312], [-0.16760, 5.17325, 1.75653], [0.65735, 6.37060, -0.24305], [1.60086, 6.26580, -2.51941], [-0.55817, -0.29213, -3.06059], [-1.07372, -0.19964, -4.44475], [-1.33620, 1.65281, -4.79647], [-1.29560, 2.39599, -3.44817], [-2.70343, 2.75600, -2.99404], [-3.33525, 3.77690, -3.95345], [-2.76671, 3.61907, -5.37030], [-2.51531, 2.13602, -5.65051], [-2.49085, -1.39383, -4.81862], [-2.97549, -2.01253, -3.50839], [-4.39264, -2.56514, -3.59844], [-5.42224, -1.48926, -3.96855], [-4.77396, -0.34471, -4.74938], [-3.68315, -0.90271, -5.65475], [0.27781, -0.74428, -5.62063], [0.50828, -2.25500, -5.44482], [1.94789, -2.62538, -5.79795], [2.92539, -2.01885, -4.78265], [2.37328, -0.71247, -4.20198], [1.55965, 0.03323, -5.25760], [-0.41949, 1.89839, -5.34322], [-0.69976, 3.30736, -3.53952], [-0.80356, 1.78097, -2.69411], [-2.67266, 3.15013, -1.97798], [-3.30439, 1.84393, -2.96583], [-3.13741, 4.79042, -3.59750], [-4.42015, 3.64029, -3.97927], [-1.82924, 4.17279, -5.46015], [-3.46839, 4.02519, -6.10442], [-2.30082, 1.97685, -6.71153], [-3.43668, 1.61035, -5.41056], [-1.98965, -2.17594, -5.39718], [-2.91672, -1.30153, -2.68214], [-2.33263, -2.85663, -3.26400], [-4.61268, -2.99251, -2.62044], [-4.40432, -3.38494, -4.32576], [-5.88422, -1.08862, -3.06320], [-6.21299, -1.94677, -4.57165], [-4.32822, 0.36008, -4.04332], [-5.52704, 0.19548, -5.33273], [-3.35211, -0.17335, -6.39774], [-4.09739, -1.75358, -6.20821], [-0.00795, -0.53236, -6.65835], [-0.16808, -2.82916, -6.08441], [0.31920, -2.53019, -4.40215], [2.16461, -2.25514, -6.80672], [2.05247, -3.71267, -5.82481], [3.88744, -1.84172, -5.27273], [3.09684, -2.71305, -3.96134], [3.19551, -0.08735, -3.85049], [1.74306, -0.89690, -3.33086], [2.17216, 0.18314, -6.15469], [1.30287, 1.01596, -4.85970]]}

---

Number 1: HOMO level -20.45 eV. Number 2: HOMO level -1.70 eV.